# 1
Below is C32H86F3N7O10Ti2 as an isolated structure at a distorted geometry, with properties calculated with ωB97M-V/def2-TZVPD.

Lowest unoccupied orbital energy (spin up / spin down) = -6.66 / -11.57 eV
Frontier orbital gap (spin up / spin down) = 5.9 / 2.8 eV

```
! RIJCOSX wB97M-V def2-TZVPD def2/J DEFGRID3
* xyz 3 8
Ti 0.859 -0.453 3.706
Ti 2.913 -2.841 2.205
O -0.224 -4.635 3.128
H -0.135 -3.886 2.533
H -0.433 -5.442 2.651
H 0.627 -4.687 3.569
C -0.293 -1.366 1.123
O 0.278 -0.116 1.462
O 0.462 -2.332 1.821
C -1.902 -1.292 1.338
F -2.198 -0.531 2.413
F -2.569 -0.885 0.220
F -2.308 -2.531 1.617
C -0.020 0.920 0.520
C 0.635 2.258 0.951
H 1.718 2.167 1.037
H 0.474 2.990 0.160
H 0.186 2.601 1.883
H -1.075 1.195 0.537
H 0.264 0.748 -0.518
H -0.139 -1.595 0.069
C -1.815 1.693 -2.325
C -1.508 1.882 -3.807
C -1.983 0.757 -4.669
O -1.443 0.992 -5.958
C -1.895 0.147 -7.032
N -2.068 3.182 -4.160
H -1.432 2.535 -1.747
H -1.429 0.793 -1.846
H -2.901 1.702 -2.243
H -0.427 1.768 -3.887
H -3.057 0.590 -4.759
H -1.530 -0.120 -4.206
H -1.093 -0.053 -7.742
H -2.743 0.493 -7.623
H -2.200 -0.822 -6.636
H -1.778 3.892 -3.502
H -1.959 3.439 -5.131
C 1.520 2.605 5.385
C 0.064 2.232 5.416
C -0.880 3.479 5.551
O -0.894 4.256 4.414
C -1.977 5.123 4.390
N -0.293 1.475 4.273
H 1.788 3.290 6.190
H 1.772 3.241 4.537
H 2.263 1.811 5.456
H -0.105 1.692 6.348
H -0.586 4.127 6.376
H -1.878 3.040 5.560
H -2.801 4.581 3.926
H -1.725 5.942 3.718
H -2.197 5.582 5.354
H -1.298 1.512 4.178
H -0.124 1.928 3.386
C 0.605 -4.718 -1.156
C 1.792 -5.160 -0.332
C 2.611 -6.263 -1.122
O 1.731 -7.432 -1.244
C 2.436 -8.570 -1.593
N 2.540 -3.893 0.000
H 1.111 -4.173 -1.953
H -0.116 -4.050 -0.685
H 0.116 -5.591 -1.588
H 1.485 -5.572 0.630
H 3.538 -6.456 -0.582
H 2.929 -5.877 -2.091
H 1.745 -9.400 -1.746
H 3.258 -8.760 -0.902
H 2.888 -8.421 -2.573
H 2.956 -3.511 -0.837
H 1.801 -3.288 0.330
C -6.284 7.095 1.787
C -5.091 6.149 1.624
C -4.736 5.799 0.122
O -3.788 4.784 -0.075
C -4.195 3.413 0.198
N -3.962 6.683 2.332
H -6.469 7.738 0.926
H -6.068 7.726 2.650
H -7.152 6.441 1.872
H -5.444 5.253 2.135
H -4.367 6.680 -0.402
H -5.598 5.423 -0.430
H -4.229 3.346 1.286
H -3.286 2.899 -0.114
H -5.077 2.999 -0.290
H -3.057 6.289 2.119
H -3.766 7.623 2.020
C -5.391 -3.690 0.322
C -4.534 -4.858 0.313
C -3.531 -4.870 -0.846
O -4.280 -4.935 -2.052
C -3.339 -5.244 -3.054
N -3.792 -4.904 1.619
H -6.163 -3.727 1.091
H -5.888 -3.612 -0.645
H -4.809 -2.799 0.556
H -5.176 -5.737 0.260
H -2.871 -5.729 -0.720
H -2.970 -3.936 -0.866
H -3.930 -5.335 -3.966
H -2.900 -6.239 -3.117
H -2.723 -4.360 -3.221
H -4.252 -5.400 2.368
H -3.773 -3.916 1.830
C 2.924 3.180 -4.200
C 3.350 2.558 -2.855
C 3.459 3.521 -1.677
O 4.781 3.999 -1.493
C 5.165 4.773 -0.318
N 2.322 1.540 -2.545
H 1.869 3.399 -4.364
H 3.379 2.746 -5.090
H 3.381 4.168 -4.147
H 4.402 2.311 -2.993
H 3.425 2.885 -0.792
H 2.701 4.296 -1.566
H 5.141 5.819 -0.622
H 6.166 4.372 -0.157
H 4.611 4.627 0.609
H 1.425 2.005 -2.516
H 2.180 0.908 -3.319
C 7.715 -3.121 0.897
C 6.287 -2.494 1.077
C 5.797 -1.524 -0.035
O 4.512 -0.958 0.268
C 4.282 0.217 -0.311
N 5.345 -3.501 1.383
H 7.896 -3.774 0.043
H 8.150 -3.469 1.834
H 8.429 -2.338 0.644
H 6.280 -1.910 1.997
H 5.799 -2.099 -0.961
H 6.645 -0.845 0.047
H 4.348 0.160 -1.397
H 4.895 1.015 0.109
H 3.307 0.613 -0.026
H 5.557 -4.122 2.151
H 5.032 -3.944 0.532
*
```

---

# 2
Below is C32H88N8O12SSr2 as an isolated structure at a distorted geometry, with properties calculated with ωB97M-V/def2-TZVPD.

Lowest unoccupied orbital energy = -4.60 eV
Frontier orbital gap = 7.6 eV
ΔE to the lowest compared entry with this formula, charge and spin = 438.7 kJ/mol

```
! RIJCOSX wB97M-V def2-TZVPD def2/J DEFGRID3
* xyz 2 1
Sr -1.265 -2.386 2.230
Sr 0.133 3.247 1.040
S -0.609 0.327 0.939
O -1.783 -0.475 0.751
O -0.158 1.063 -0.231
O -0.810 1.305 2.001
O 0.287 -0.723 1.436
C -3.821 0.214 5.103
C -3.239 -0.836 4.172
C -4.086 -1.057 2.909
O -3.744 -2.188 2.062
C -4.506 -2.324 0.891
N -1.815 -0.533 4.011
H -4.864 0.059 5.377
H -3.943 1.183 4.620
H -3.256 0.323 6.029
H -3.285 -1.752 4.760
H -4.034 -0.170 2.278
H -5.157 -1.109 3.108
H -5.461 -2.747 1.202
H -3.894 -3.028 0.327
H -4.561 -1.394 0.326
H -1.617 0.326 3.518
H -1.375 -0.316 4.894
C 1.658 2.500 4.301
C 2.761 2.227 3.269
C 3.816 1.263 3.785
O 4.777 1.018 2.811
C 5.577 -0.124 3.135
N 2.159 1.783 1.963
H 0.882 3.204 3.998
H 2.224 2.900 5.142
H 1.080 1.598 4.505
H 3.249 3.181 3.069
H 3.375 0.305 4.060
H 4.143 1.721 4.719
H 5.079 -1.064 3.369
H 6.327 -0.087 3.925
H 6.226 -0.318 2.281
H 1.646 0.935 2.157
H 2.987 1.406 1.523
C 2.696 4.606 -2.670
C 2.313 4.157 -1.274
C 2.489 5.226 -0.217
O 2.077 4.846 1.103
C 2.294 5.824 2.090
N 0.934 3.697 -1.344
H 2.805 3.789 -3.382
H 3.608 5.175 -2.490
H 1.962 5.357 -2.965
H 2.928 3.307 -0.978
H 1.867 6.041 -0.588
H 3.529 5.548 -0.260
H 1.794 5.616 3.036
H 2.014 6.847 1.839
H 3.373 5.775 2.236
H 0.999 2.949 -2.020
H 0.375 4.420 -1.775
C 0.910 -4.836 -1.318
C 1.416 -3.562 -0.565
C 2.310 -2.664 -1.469
O 3.548 -3.230 -1.776
C 4.446 -3.413 -0.663
N 0.258 -2.868 -0.061
H 0.147 -4.625 -2.067
H 0.451 -5.597 -0.687
H 1.776 -5.308 -1.782
H 1.983 -3.870 0.313
H 2.290 -1.648 -1.077
H 1.771 -2.636 -2.417
H 4.170 -4.345 -0.169
H 4.405 -2.563 0.018
H 5.477 -3.495 -1.008
H 0.548 -1.935 0.197
H -0.410 -2.760 -0.811
C -3.894 2.447 0.539
C -3.023 2.726 -0.691
C -3.919 3.108 -1.880
O -3.035 3.255 -3.045
C -3.514 3.703 -4.293
N -2.133 3.792 -0.302
H -3.322 2.241 1.444
H -4.548 1.578 0.465
H -4.607 3.231 0.794
H -2.464 1.810 -0.885
H -4.353 4.102 -1.771
H -4.618 2.325 -2.174
H -4.238 4.506 -4.151
H -3.956 2.873 -4.845
H -2.716 4.164 -4.876
H -1.805 4.298 -1.112
H -2.755 4.489 0.081
C 1.368 0.664 -3.335
C 0.188 1.553 -3.670
C -0.210 1.499 -5.123
O 0.801 2.052 -6.004
C 0.497 1.967 -7.390
N -0.859 1.193 -2.795
H 1.656 0.760 -2.289
H 2.268 0.863 -3.917
H 1.075 -0.376 -3.479
H 0.498 2.553 -3.367
H -1.077 2.155 -5.198
H -0.569 0.495 -5.350
H 0.479 0.978 -7.847
H 1.211 2.522 -7.999
H -0.424 2.538 -7.503
H -0.461 1.237 -1.868
H -1.650 1.820 -2.784
C -3.510 -1.206 -2.755
C -2.348 -2.213 -2.771
C -1.819 -2.515 -4.196
O -2.847 -3.086 -5.085
C -2.390 -3.704 -6.263
N -1.336 -1.620 -1.944
H -3.911 -0.972 -1.769
H -4.376 -1.583 -3.298
H -3.148 -0.334 -3.299
H -2.620 -3.155 -2.293
H -1.053 -3.287 -4.126
H -1.334 -1.653 -4.653
H -1.716 -4.536 -6.057
H -1.957 -2.973 -6.945
H -3.195 -4.207 -6.798
H -1.042 -0.768 -2.402
H -1.683 -1.207 -1.090
C 3.015 -3.102 2.888
C 1.709 -3.774 3.474
C 1.976 -4.646 4.719
O 0.867 -5.410 5.089
C 0.958 -6.261 6.180
N 0.689 -2.790 3.813
H 2.661 -2.397 2.135
H 3.726 -3.881 2.613
H 3.513 -2.532 3.672
H 1.322 -4.407 2.676
H 2.291 -4.010 5.547
H 2.796 -5.337 4.524
H 0.145 -6.983 6.103
H 0.825 -5.771 7.144
H 1.836 -6.906 6.162
H 1.138 -1.982 4.218
H 0.277 -3.195 4.642
*
```

---

# 3
Below is a 12-piece molecular cluster, C32H88O16 overall at a distorted geometry, with properties calculated with ωB97M-V/def2-TZVPD.

Lowest unoccupied orbital energy = 0.42 eV
Frontier orbital gap = 10.2 eV
ΔE to the lowest compared entry with this formula, charge and spin = 0.0 kJ/mol

```
! RIJCOSX wB97M-V def2-TZVPD def2/J DEFGRID3
* xyz 0 1
C -0.730 -1.652 -5.530
C -0.685 -2.769 -4.509
C 0.763 -2.914 -3.937
O -1.471 -2.493 -3.334
H -0.383 -0.752 -5.006
H -1.765 -1.499 -5.824
H -0.049 -1.883 -6.346
H -0.970 -3.741 -4.934
H 0.798 -3.747 -3.215
H 1.178 -2.047 -3.425
H 1.464 -3.141 -4.746
H -2.404 -2.358 -3.534
C 2.062 2.436 5.902
C 0.685 2.263 5.231
C 0.804 2.215 3.730
O 0.073 1.095 5.743
H 2.640 3.265 5.477
H 2.649 1.527 5.861
H 1.901 2.607 6.961
H 0.057 3.096 5.502
H 1.173 3.176 3.366
H -0.140 2.074 3.220
H 1.495 1.444 3.406
H 0.637 0.330 5.589
C 1.219 -3.502 5.175
C 1.872 -2.460 4.290
C 0.957 -2.022 3.161
O 2.195 -1.253 5.005
H 1.959 -3.904 5.867
H 0.830 -4.326 4.558
H 0.359 -3.071 5.699
H 2.803 -2.832 3.812
H 0.746 -2.886 2.527
H 1.522 -1.293 2.597
H 0.042 -1.601 3.579
H 2.823 -1.483 5.701
C -6.066 1.643 -3.749
C -4.771 0.875 -3.798
C -4.487 0.128 -2.512
O -4.823 -0.160 -4.806
H -5.885 2.448 -3.036
H -6.873 1.020 -3.341
H -6.412 2.090 -4.698
H -3.919 1.514 -4.040
H -3.528 -0.394 -2.639
H -5.250 -0.654 -2.407
H -4.497 0.736 -1.597
H -5.212 0.301 -5.558
C 2.121 1.206 -3.705
C 2.951 1.977 -2.694
C 4.251 2.578 -3.262
O 2.067 3.039 -2.261
H 2.775 0.475 -4.181
H 1.836 1.946 -4.472
H 1.246 0.720 -3.255
H 3.153 1.380 -1.824
H 4.973 1.761 -3.384
H 4.647 3.280 -2.497
H 3.979 3.060 -4.200
H 2.239 3.208 -1.314
C -2.054 4.550 2.846
C -1.812 4.039 1.430
C -2.503 2.644 1.152
O -2.243 4.939 0.430
H -1.654 5.560 2.977
H -1.588 3.953 3.618
H -3.147 4.585 3.026
H -0.737 3.870 1.191
H -3.539 2.632 1.466
H -1.955 1.908 1.738
H -2.383 2.402 0.094
H -1.646 5.689 0.353
C -2.741 -1.987 1.632
C -3.983 -1.055 1.462
C -5.170 -1.827 0.943
O -4.405 -0.525 2.723
H -2.545 -2.533 0.727
H -2.856 -2.639 2.481
H -1.890 -1.327 1.777
H -3.809 -0.288 0.729
H -6.056 -1.199 0.965
H -5.355 -2.621 1.694
H -5.090 -2.308 -0.019
H -3.642 -0.081 3.119
C 4.680 2.991 2.424
C 4.309 1.820 1.541
C 4.149 0.472 2.337
O 3.167 2.254 0.864
H 4.831 3.900 1.812
H 5.586 2.669 2.951
H 3.882 3.185 3.146
H 5.102 1.586 0.819
H 3.488 0.675 3.178
H 5.148 0.183 2.696
H 3.742 -0.226 1.630
H 2.613 1.515 0.617
O -1.589 -6.021 0.031
C -1.109 -5.020 -0.898
C 0.167 -4.486 -0.258
O 1.174 -5.470 -0.089
H -2.097 -6.674 -0.443
H -0.802 -5.522 -1.803
H -1.775 -4.188 -1.091
H -0.191 -4.017 0.670
H 0.663 -3.706 -0.823
H 0.799 -6.089 0.563
O -0.145 4.191 -4.459
C -1.417 3.605 -4.122
C -1.672 3.699 -2.644
O -0.748 2.755 -2.001
H 0.585 3.663 -4.080
H -2.183 4.146 -4.682
H -1.544 2.522 -4.290
H -2.709 3.447 -2.405
H -1.473 4.705 -2.282
H 0.098 3.225 -2.037
O 3.103 -2.584 -1.433
C 4.131 -2.570 -0.384
C 3.671 -3.249 0.893
O 3.722 -4.645 0.806
H 3.190 -3.489 -1.769
H 5.036 -3.054 -0.733
H 4.337 -1.541 -0.092
H 2.696 -2.900 1.231
H 4.388 -2.946 1.669
H 2.835 -4.916 0.509
O 1.606 0.086 -0.172
C 0.290 0.381 0.178
C -0.733 -0.234 -0.717
O -0.405 -1.615 -0.956
H 1.638 -0.807 -0.546
H 0.106 0.054 1.220
H 0.143 1.461 0.170
H -0.689 0.282 -1.674
H -1.716 -0.058 -0.302
H -0.895 -1.899 -1.713
*
```

---

Question: What is the formula in the third record?
Answer: C32H88O16